73
Properties=species:S:1:pos:R:3:mulliken_charge:R:1 method="wB97M-V/def2-TZVPD" lumo_ev=-2.80 total_charge=+1 gap_ha=0.31792 multiplicity=1
C -2.88054 -0.94083 -0.70177 -0.94
C -2.15771 -0.88963 -2.10210 -0.33
S -0.42710 -1.47174 -2.08377 -0.10
C 0.65287 -0.04085 -1.60779 -0.89
C 0.53888 0.11065 -0.06373 -1.17
N 1.18697 -1.01925 0.68610 0.35
C 0.52328 -1.00107 2.04922 -0.42
C 0.90567 0.33657 2.72625 -0.99
N 0.63586 1.54836 1.96047 -0.14
C 0.96987 1.49043 0.53737 2.10
C 0.23346 2.70795 -0.14266 -1.24
C -1.26012 2.44759 -0.46446 -0.34
O -2.12503 2.51078 0.66676 -0.47
C 2.51493 1.69174 0.36715 -0.74
O 3.29181 1.20988 1.11451 -0.53
N 3.05683 2.53459 -0.69880 -0.15
C 3.22843 1.82177 -1.93207 0.37
O 2.62044 2.12078 -2.85808 -0.34
F 4.13193 0.83154 -2.02655 -0.25
H -3.90163 -1.34600 -0.75939 0.38
H -2.31055 -1.55963 0.01443 0.28
H -2.87449 0.09811 -0.31180 0.19
H -2.27363 0.09012 -2.59821 0.44
H -2.70154 -1.61147 -2.74261 0.26
H 1.67883 -0.35166 -1.87331 0.51
H 0.31170 0.84131 -2.16603 0.38
H -0.53492 0.00544 0.17838 0.04
H 2.20406 -0.90318 0.77831 0.47
H 1.02515 -1.92245 0.21856 0.54
H -0.55595 -1.20313 1.97780 0.23
H 1.01189 -1.80923 2.62767 0.44
H 1.96342 0.29488 3.04603 0.29
H 0.31747 0.39535 3.66379 0.44
H -0.27188 1.95914 2.14054 0.31
H 0.25389 3.50944 0.62524 0.60
H 0.71384 3.05113 -1.07112 0.47
H -1.57613 3.25973 -1.15912 0.45
H -1.47149 1.50762 -0.99615 -0.39
H -1.80085 3.23108 1.22725 0.37
H 3.99781 2.83131 -0.41439 0.47
N 8.87603 0.67520 0.13692 -0.52
C 9.79984 1.05026 -0.74990 -0.26
C 9.52406 1.32930 -2.08056 -0.30
C 8.21577 1.20886 -2.51754 -0.47
C 7.24008 0.81855 -1.61331 -0.13
C 7.62255 0.56709 -0.30485 -0.30
H 10.80980 1.12770 -0.36259 0.36
H 10.31385 1.63209 -2.75468 0.37
H 7.95887 1.41643 -3.54938 0.38
H 6.20903 0.71201 -1.91485 0.48
H 6.89348 0.26230 0.43995 0.41
N -2.05694 -0.01704 4.99133 -0.57
C -2.04912 1.27798 4.66434 -0.34
C -3.03992 1.88980 3.91340 -0.30
C -4.10117 1.11627 3.47060 -0.25
C -4.13112 -0.22929 3.79794 -0.42
C -3.09013 -0.74379 4.55799 -0.34
H -1.19679 1.84395 5.02942 0.51
H -2.97995 2.94516 3.68021 0.52
H -4.89379 1.55659 2.87838 0.41
H -4.94205 -0.86661 3.47187 0.42
H -3.07208 -1.79079 4.84127 0.41
N -5.37392 -4.05675 -1.09028 -0.55
C -4.69259 -3.70993 -2.18359 -0.45
C -5.24431 -3.65386 -3.45320 -0.44
C -6.58290 -3.98136 -3.59975 -0.28
C -7.31012 -4.34667 -2.47928 -0.38
C -6.66168 -4.36649 -1.25354 -0.21
H -3.64771 -3.46709 -2.01791 0.85
H -4.64260 -3.36256 -4.30440 0.34
H -7.05284 -3.95200 -4.57503 0.38
H -8.35654 -4.60981 -2.55282 0.36
H -7.19085 -4.64266 -0.34809 0.37

47
Properties=species:S:1:pos:R:3:nbo_charge:R:1 method="wB97M-V/def2-TZVPD" smiles="Cc1cc(CNC(=S)Nc2ccc(S(=O)(=O)Nc3ncccn3)cc2)nn1C" lumo_ev=0.25 gap_ha=0.31325 e_above_lowest_kj_mol=96.8 multiplicity=1
C 3.56238 -0.06072 -1.08532 -0.65
C 2.90214 -1.21789 -0.43174 0.17
C 1.57123 -1.57118 -0.33660 -0.37
C 1.56113 -2.76037 0.41528 0.13
N 2.79410 -3.10072 0.74869 -0.27
N 3.59372 -2.17187 0.23157 -0.16
C 5.01271 -2.25720 0.41073 -0.41
H 5.21555 -3.15958 0.98293 0.24
H 5.38711 -1.38920 0.95730 0.21
H 5.52123 -2.31508 -0.55375 0.20
C 0.37494 -3.56587 0.84046 -0.26
N -0.68574 -2.69583 1.29098 -0.58
C -1.17475 -2.65999 2.54066 0.28
S -1.01247 -3.88357 3.63077 -0.23
N -1.94041 -1.56589 2.87202 -0.61
C -1.90089 -0.29795 2.31272 0.17
C -0.72594 0.21897 1.75130 -0.24
C -0.72646 1.47228 1.17428 -0.14
C -1.88912 2.21710 1.16882 -0.37
C -3.04472 1.75161 1.76719 -0.14
C -3.05164 0.49707 2.34369 -0.25
H -3.94558 0.11639 2.81433 0.22
H -3.91987 2.38092 1.77564 0.24
S -1.90905 3.80172 0.37154 2.32
O -0.58232 4.24284 0.07842 -0.91
O -2.80195 4.69246 1.04592 -0.93
N -2.72083 3.44774 -1.08879 -0.84
C -2.10193 2.76229 -2.08528 0.55
N -1.11404 1.94478 -1.72658 -0.50
C -0.50700 1.29239 -2.70180 0.10
C -0.87522 1.41737 -4.03241 -0.34
C -1.94341 2.26708 -4.28425 0.10
N -2.55463 2.93857 -3.32684 -0.48
H -2.32764 2.42577 -5.28363 0.20
H -0.36993 0.88365 -4.81898 0.23
H 0.30301 0.64232 -2.39503 0.19
H -3.43340 4.09909 -1.38079 0.44
H 0.15887 1.89320 0.72850 0.25
H 0.19001 -0.34982 1.79839 0.23
H -2.56969 -1.71395 3.64897 0.43
H -0.91763 -1.92988 0.67439 0.40
H 0.65413 -4.23044 1.66025 0.27
H 0.01029 -4.17469 0.00342 0.21
H 0.73488 -1.04427 -0.75130 0.21
H 2.81414 0.61553 -1.48924 0.23
H 4.21009 -0.39246 -1.89750 0.22
H 4.17463 0.48728 -0.36932 0.23

95
Properties=species:S:1:pos:R:3:lowdin_spin:R:1 method="wB97M-V/def2-TZVPD" lumo_ev="-2.55 / -3.76" total_charge=+1 gap_ha="0.22984 / 0.18370" s2=8.763 multiplicity=6
C -2.42424 0.95146 -1.43940 0.00
C -2.85084 -1.25494 -0.58570 0.01
C -3.62534 0.98216 -2.14070 0.01
C -4.12104 -1.22164 -1.26740 0.00
C -4.49304 -0.13664 -2.02890 0.00
H -3.88824 1.85466 -2.74440 0.00
H -4.77354 -2.09514 -1.17520 0.00
H -5.45664 -0.13614 -2.55100 0.00
N -2.03984 -0.10824 -0.66950 0.06
P -0.63234 2.37186 0.15310 0.05
P -0.70274 -2.44844 0.59780 0.06
C -1.46724 2.12216 -1.50620 0.01
H -0.65304 1.87336 -2.20850 0.00
H -1.97394 3.02496 -1.88720 0.00
C -2.41044 -2.38284 0.11850 0.02
H -3.03884 -3.27954 0.09060 0.00
C 0.19406 -3.43824 -0.80920 0.02
C -0.59184 -3.51274 2.19110 0.01
C 0.89166 3.53136 -0.18560 0.01
C -1.96624 3.30886 1.16240 0.01
C 1.72036 -3.25734 -0.69810 0.00
H 2.13816 -3.82244 0.14820 0.00
H 2.20766 -3.63404 -1.61770 0.00
H 1.99426 -2.20024 -0.55880 0.00
C -0.14584 -4.93904 -0.85840 0.00
H 0.27946 -5.50004 -0.01070 0.00
H -1.23684 -5.10394 -0.88370 0.00
H 0.27766 -5.37254 -1.78550 0.00
C -0.33644 -2.81924 -2.12220 0.00
H 0.26126 -3.20154 -2.97260 0.00
H -1.38874 -3.10124 -2.28560 0.00
H -0.28984 -1.72044 -2.12000 0.00
C 0.85636 -3.97594 2.43950 0.00
H 1.55886 -3.12484 2.41480 0.00
H 0.91826 -4.43474 3.44420 0.00
H 1.19006 -4.73314 1.71200 0.00
C -1.02284 -2.65094 3.38910 0.00
H -0.32064 -1.82214 3.56650 0.00
H -2.03364 -2.23904 3.24700 0.00
H -1.03434 -3.28764 4.29410 0.00
C -1.55604 -4.71644 2.13010 0.00
H -1.33694 -5.41144 1.30790 0.00
H -1.47654 -5.28154 3.07830 0.00
H -2.59944 -4.37354 2.03170 0.00
C -1.43754 3.49266 2.60010 0.00
H -2.21274 3.99366 3.20940 0.00
H -1.20544 2.52926 3.07560 0.00
H -0.53174 4.12166 2.62900 0.00
C -3.24224 2.43146 1.16410 0.00
H -3.76864 2.49746 0.19850 0.00
H -3.04594 1.37126 1.36620 0.00
H -3.91934 2.81036 1.95150 0.00
C -2.38534 4.67346 0.56960 0.00
H -3.34734 4.96566 1.02950 0.00
H -1.66704 5.47616 0.77980 0.00
H -2.55034 4.62126 -0.52100 0.00
C 1.25136 3.48736 -1.68300 0.00
H 0.47476 3.95806 -2.30910 0.00
H 2.19366 4.04576 -1.84010 0.00
H 1.40576 2.45796 -2.03410 0.00
C 2.06026 2.95106 0.63710 0.00
H 2.30256 1.92476 0.32150 0.00
H 2.95566 3.58636 0.49860 0.00
H 1.82336 2.91636 1.71360 0.00
C 0.71996 5.01626 0.18670 0.00
H -0.02404 5.52066 -0.44830 0.00
H 0.44786 5.16366 1.24300 0.00
H 1.69106 5.52096 0.02390 0.00
Mn -0.25634 -0.01744 0.64990 4.36
C -1.31094 0.11276 2.25410 0.08
O -1.91964 0.26076 3.24770 0.06
N 0.97646 -0.00824 -1.07480 0.04
C 1.70006 -0.02814 -1.99720 0.03
C 2.60066 -0.04404 -3.16610 0.00
C 2.09146 -1.08394 -4.19600 0.00
C 2.59406 1.37086 -3.80180 0.00
C 4.02676 -0.43114 -2.69570 0.00
H 2.09046 -2.09774 -3.76620 0.00
H 1.07036 -0.84304 -4.52940 0.00
H 2.76386 -1.07154 -5.07120 0.00
H 2.96516 2.12946 -3.09370 0.00
H 3.25166 1.36906 -4.68780 0.00
H 1.57636 1.65246 -4.11870 0.00
H 4.69726 -0.45604 -3.57190 0.00
H 4.42226 0.29776 -1.97130 0.00
H 4.02606 -1.42834 -2.22550 0.00
C 1.45806 0.52066 3.85960 0.01
S 1.66756 0.06126 2.08340 0.09
C 3.42146 -0.18934 2.55550 0.04
H 0.39056 0.48446 4.12760 0.00
H 1.79696 1.56026 4.04930 0.00
H 1.89036 -0.22514 4.56170 0.00
H 3.86596 0.72266 3.01270 0.00
H 3.55296 -1.10234 3.17630 0.00
H 4.00146 -0.33224 1.62270 0.00

43
Properties=species:S:1:pos:R:3:nbo_charge:R:1 method="wB97M-V/def2-TZVPD" lumo_ev="-4.86 / -4.53" total_charge=+1 gap_ha="0.26328 / 0.27637" e_above_lowest_kj_mol=176.9 s2=0.771 multiplicity=2
Ru 0.26164 0.52625 0.85277 0.99
C 3.31429 1.10072 -1.32766 -0.56
C 3.82262 0.80834 0.08139 -0.55
S 2.63326 0.36199 1.39671 0.48
C 2.71943 1.79550 2.50118 -0.54
C 2.33563 3.08362 1.79949 -0.56
S 0.59956 2.97783 1.25248 0.43
C 0.61561 3.74932 -0.39003 -0.54
C 1.10366 2.88608 -1.54004 -0.54
S 2.91455 2.82892 -1.69198 0.22
H 2.45909 0.47734 -1.57968 0.25
H 4.11459 0.84058 -2.02093 0.25
H 4.40232 1.64634 0.46946 0.24
H 4.48520 -0.05678 0.04996 0.25
H 3.72084 1.85770 2.92826 0.25
H 2.02573 1.54414 3.30558 0.26
H 2.95615 3.27447 0.92603 0.25
H 2.41985 3.92629 2.48578 0.25
H 1.21671 4.65496 -0.29447 0.25
H -0.41857 4.05588 -0.55009 0.26
H 0.70340 3.28706 -2.47174 0.25
H 0.73176 1.85987 -1.46285 0.22
O -3.79276 0.82685 1.30992 -0.98
P -2.69993 -0.06965 0.61283 2.57
O -3.23496 -1.08987 -0.28247 -1.09
O -1.57410 0.86792 0.09222 -1.08
O -1.99200 -0.87021 1.88373 -1.11
P -1.03552 -0.15235 2.95652 2.53
O -1.36190 -0.77894 4.34649 -0.96
O -1.14621 1.32753 2.78608 -1.07
O 0.39711 -0.59541 2.56787 -0.96
H -3.42307 1.64247 1.67409 0.53
H -2.26906 -0.67240 4.66263 0.54
C -0.08535 -2.97483 0.29315 -0.82
S 0.47308 -2.12783 -1.16803 1.27
C -1.06038 -2.05359 -2.06640 -0.84
O 0.74919 -0.66330 -0.74166 -0.96
H -0.81315 -2.35542 0.81937 0.27
H 0.77970 -3.19310 0.91515 0.26
H -0.55874 -3.89970 -0.03627 0.27
H -1.25656 -3.06549 -2.42289 0.25
H -0.88980 -1.39758 -2.91753 0.25
H -1.86901 -1.68680 -1.42801 0.31

27
Properties=species:S:1:pos:R:3:nbo_charge:R:1 method="wB97M-V/def2-TZVPD" lumo_ev="3.55 / 3.40" total_charge=-1 gap_ha="0.10159 / 0.26103" e_above_lowest_kj_mol=159.0 s2=0.760 multiplicity=2
C -1.08092 3.70844 2.12611 -0.62
C 1.48808 0.82895 0.04450 -0.43
C 0.90910 1.95403 -0.55998 -0.23
C 1.12100 0.64073 1.45401 -0.29
C -0.13024 2.74001 0.06113 -0.35
C 0.20808 1.43401 2.11213 -0.25
C -0.22653 2.67457 1.45887 -0.18
H 2.16360 0.15352 -0.46918 0.16
H 1.12444 2.11301 -1.63167 0.17
H 1.60623 -0.22879 1.98179 0.17
H -0.71976 3.53047 -0.54908 0.18
H -0.09058 1.27986 3.14570 0.18
H -1.07671 3.56355 3.25114 0.19
H -2.15557 3.62065 1.77903 0.16
H -0.66553 4.70495 1.84655 0.19
C -1.67329 -3.82538 -0.84243 -0.63
C 0.25024 -1.20661 -2.22155 0.21
C -0.55758 -2.98185 -1.38238 0.06
C 0.74487 -3.01790 -0.98690 -0.12
N -0.85062 -1.88289 -2.19092 -0.46
N 1.40231 -1.82288 -1.52189 -0.57
H 0.40643 -0.24271 -2.62697 0.20
H 2.31892 -1.51591 -1.48634 0.41
H 1.38319 -3.71830 -0.45373 0.21
H -2.74244 -3.61902 -1.17173 0.23
H -1.67628 -4.06802 0.17386 0.21
H -1.48045 -4.81652 -1.34005 0.20

78
Properties=species:S:1:pos:R:3:mulliken_charge:R:1 method="wB97M-V/def2-TZVPD" lumo_ev=-1.52 gap_ha=0.24993 multiplicity=1
C 4.14282 -2.09642 3.46466 0.14
C 4.03248 -2.18782 2.24520 -0.62
C 4.26271 -2.07625 0.67992 -1.13
C 3.85575 -0.61429 0.25733 0.07
C 4.85916 0.49015 0.57792 0.31
C 6.25340 0.13034 1.27234 -1.12
N 7.26221 0.13059 0.18358 -0.58
C 4.57649 1.92437 0.23175 0.76
P 5.70447 3.37914 0.51898 0.81
O 7.29471 2.96331 0.89929 -0.46
O 5.79847 4.41000 -0.85260 -0.52
S 5.04862 4.50777 1.96713 -0.40
C 3.21707 2.20817 -0.42320 0.51
C 2.82942 3.69501 -0.77045 -0.79
O 2.34904 4.36142 0.13653 -0.49
N 3.03398 4.35602 -2.05327 -0.14
C 3.33307 3.43491 -3.14490 0.58
O 2.59231 3.41634 -4.09213 -0.41
F 4.46642 2.60217 -3.18138 -0.23
C 2.23854 1.11181 -0.74397 0.09
C 2.55653 -0.34415 -0.41843 0.37
C 1.49179 -1.41427 -0.82445 -0.10
O 1.78040 -2.54228 -1.21176 -0.53
C -0.05353 -1.04861 -0.79758 0.91
C -1.13729 -2.03024 -0.49737 0.21
C -0.82819 -3.53580 -0.12867 -1.23
N -0.11146 -3.69317 1.17196 -0.23
C -1.02785 -3.64687 2.33825 -0.70
C -2.58136 -1.58706 -0.54307 0.60
C -3.80557 -2.57697 -0.28463 -0.44
C -4.56431 -2.96270 -1.48632 -0.54
C -5.76247 -3.85245 -1.35209 -0.50
C -6.00953 -4.22167 0.07851 -0.46
C -5.08604 -3.74344 1.12210 -0.32
N -3.96404 -2.92449 1.04858 -0.19
C -2.94184 -0.15616 -0.86744 0.17
C -4.43770 0.37369 -0.93525 -0.96
C -4.81986 1.31941 0.30059 -1.05
C -6.14709 0.89485 1.05352 0.32
F -7.21224 0.54963 0.18780 -0.32
Br -5.91041 -0.61963 2.30133 0.01
C -6.59552 2.17888 1.95576 0.56
F -5.45231 2.56827 2.68722 -0.21
F -7.06901 3.22543 1.17683 -0.19
Br -7.91368 1.56790 3.30517 -0.14
C -1.79947 0.82054 -1.13763 0.99
C -2.23374 2.31372 -1.47696 -0.77
C -2.43489 2.59721 -2.83802 -0.75
C -0.36349 0.41923 -1.11455 -0.01
C 0.84005 1.40507 -1.43249 0.32
O 0.65662 2.32431 -2.21418 -0.49
H 4.48979 -2.16836 4.53246 0.36
H 3.67662 -2.89565 0.17644 0.39
H 5.35566 -2.25699 0.42143 0.48
H 6.41375 0.96872 2.03868 0.35
H 6.21342 -0.82632 1.86565 0.40
H 8.21623 0.23276 0.53541 0.27
H 7.04339 0.82691 -0.53608 0.26
H 7.86060 3.70753 0.59924 0.30
H 6.68584 4.83423 -0.79010 0.33
H 3.74954 5.10058 -1.98518 0.37
H -0.19039 -4.01644 -0.92702 0.38
H -1.76186 -4.18335 -0.04233 0.45
H 0.62878 -2.99541 1.28519 0.17
H -2.03376 -4.12112 2.16252 0.23
H -1.14302 -2.59417 2.77472 0.21
H -0.53248 -4.25363 3.17355 0.32
H -4.25017 -2.59214 -2.50182 0.39
H -6.40247 -4.15900 -2.22030 0.40
H -6.89470 -4.86213 0.35279 0.36
H -5.32193 -4.09735 2.17988 0.39
H -4.51400 0.92232 -1.93211 0.27
H -5.20544 -0.45160 -0.97859 0.46
H -3.96412 1.30567 1.04315 0.50
H -4.99763 2.35967 -0.12467 0.39
H -2.31609 3.05333 -0.63172 0.37
H -3.22033 2.00452 -3.40547 0.22
H -1.79884 3.35253 -3.40524 0.24

Number 1: electronic energy -2064.3612 a.u., F_max 3.7 eV Å⁻¹. Number 2: electronic energy -1989.3753 a.u., F_max 1.3 eV Å⁻¹. Number 3: electronic energy -3631.8185 a.u., F_max 8.9 eV Å⁻¹. Number 4: electronic energy -3289.1044 a.u., F_max 1.6 eV Å⁻¹. Number 5: electronic energy -536.9579 a.u., F_max 8.2 eV Å⁻¹. Number 6: electronic energy -8230.8058 a.u., F_max 5.3 eV Å⁻¹.